# 1
3 unconnected molecules or ions with the total composition C5H16O2S. Source: OMol25; level of theory: ωB97M-V/def2-TZVPD.

Structure (XYZ):
```
24
Properties=species:S:1:pos:R:3
C 0.172 -1.343 2.157
C -0.581 -1.209 0.828
C 0.052 -2.051 -0.283
C 1.350 -1.500 -0.855
S 1.430 0.065 -1.742
C 2.173 1.185 -0.529
H 0.512 -2.381 2.282
H 1.063 -0.726 2.197
H -0.429 -1.153 3.032
H -0.581 -0.168 0.507
H -1.591 -1.584 0.976
H -0.689 -2.152 -1.071
H 0.237 -3.042 0.149
H 2.149 -1.559 -0.121
H 1.739 -2.225 -1.584
H 1.455 1.898 -0.123
H 2.951 1.729 -1.045
H 2.616 0.693 0.330
H -0.567 1.191 2.120
H -0.241 2.400 1.290
O -0.028 1.990 2.137
H -5.799 2.222 -0.502
H -4.343 2.435 -0.046
O -4.904 1.838 -0.549
```

2S+1 ... 1
Energy above the lowest of the compared OMol25 structures with the same formula, charge and spin ... 0.710 eV
Structure (SMILES) ... CCCCSC.O.O
Kohn-Sham gap ... 9.0 eV
LUMO ... 0.5 eV

# 2
4 unconnected molecules or ions with the total composition C5H16O3. Source: OMol25; level of theory: ωB97M-V/def2-TZVPD.

Structure (XYZ):
```
24
Properties=species:S:1:pos:R:3
C 0.571 0.176 1.525
C -0.154 -0.199 0.170
C 0.651 -1.385 -0.502
C -0.309 -1.814 -1.557
C -1.118 -2.851 -1.464
H -0.041 -0.183 2.406
H 1.629 -0.218 1.491
H 0.772 1.204 1.583
H -1.201 -0.590 0.499
H -0.439 0.530 -0.534
H 0.789 -2.192 0.335
H 1.631 -0.960 -0.852
H -0.382 -1.004 -2.246
H -0.896 -3.713 -0.692
H -2.086 -2.681 -1.861
H 2.176 1.014 -2.598
H 3.081 0.347 -1.894
O 2.428 0.863 -1.655
H -0.490 3.689 0.753
H 0.711 2.603 0.440
O 0.429 3.570 0.619
H -2.812 0.615 1.425
H -1.839 0.266 2.679
O -2.664 0.281 2.290
```

2S+1 ... 1
Energy above the lowest of the compared OMol25 structures with the same formula, charge and spin ... 3.073 eV
Structure (SMILES) ... C=CCCC.O.O.O
Kohn-Sham gap ... 9.8 eV
LUMO ... 0.5 eV

# 3
4 unconnected molecules or ions with the total composition C5H16O3. Source: OMol25; level of theory: ωB97M-V/def2-TZVPD.

Structure (XYZ):
```
24
Properties=species:S:1:pos:R:3
C 0.349 0.728 2.696
C -0.382 0.976 1.362
C 0.562 1.500 0.298
C 0.463 0.881 -1.062
C -0.085 1.304 -2.191
H -0.342 0.514 3.521
H 1.211 0.059 2.660
H 0.670 1.716 3.037
H -0.813 0.001 1.200
H -1.256 1.618 1.335
H 1.646 1.398 0.551
H 0.450 2.606 0.246
H 0.983 -0.082 -1.084
H -0.595 2.245 -2.252
H -0.062 0.795 -3.136
H -2.934 0.648 0.760
H -3.848 -0.448 0.700
O -3.238 0.003 0.099
H -0.340 -2.368 -2.022
H 0.188 -3.217 -3.095
O 0.468 -2.851 -2.246
H 1.836 -2.236 0.024
H 2.451 -3.085 -1.135
O 2.617 -2.707 -0.268
```

2S+1 ... 1
Energy above the lowest of the compared OMol25 structures with the same formula, charge and spin ... 1.270 eV
Structure (SMILES) ... C=CCCC.O.O.O
Kohn-Sham gap ... 10.2 eV
LUMO ... 0.5 eV

# 4
4 unconnected molecules or ions with the total composition C5H16O3. Source: OMol25; level of theory: ωB97M-V/def2-TZVPD.

Structure (XYZ):
```
24
Properties=species:S:1:pos:R:3
C -0.974 -1.552 -1.464
C -0.652 -0.141 -1.957
C -0.083 0.706 -1.100
C 0.437 2.060 -1.587
C -0.961 0.135 -3.393
H -0.181 -2.234 -1.740
H -1.914 -1.897 -1.894
H -1.133 -1.499 -0.388
H 0.059 0.474 -0.053
H 1.306 1.893 -2.211
H -0.368 2.584 -2.112
H 0.557 2.737 -0.747
H -1.307 1.170 -3.495
H -1.818 -0.463 -3.707
H -0.156 0.013 -4.118
H 2.282 4.885 -0.762
H 1.063 4.936 0.191
O 1.637 5.466 -0.355
H 0.201 -2.712 6.069
H 0.474 -1.262 6.116
O -0.258 -1.876 6.251
H 1.022 -5.125 4.135
H -0.001 -4.050 3.885
O 0.768 -4.249 4.436
```

2S+1 ... 1
Energy above the lowest of the compared OMol25 structures with the same formula, charge and spin ... 0.711 eV
Structure (SMILES) ... CC=C(C)C.O.O.O
Kohn-Sham gap ... 9.5 eV
LUMO ... 0.5 eV

# 5
3 unconnected molecules or ions with the total composition C5H16O3S2. Source: OMol25; level of theory: ωB97M-V/def2-TZVPD.

Structure (XYZ):
```
26
Properties=species:S:1:pos:R:3
C 1.592 -2.275 0.855
C 2.127 -1.018 1.502
O 1.111 -0.331 2.216
C 0.571 -2.015 -0.238
S 1.408 -1.363 -1.729
S 1.269 0.573 -2.130
C -0.281 0.913 -2.988
C -1.526 0.647 -2.167
H 2.444 -2.835 0.489
H 1.171 -2.886 1.660
H 3.075 -1.231 2.025
H 2.591 -0.342 0.767
H 1.101 -0.698 3.070
H 0.126 -2.956 -0.543
H -0.222 -1.352 0.113
H -0.338 0.324 -3.905
H -0.205 1.971 -3.235
H -2.421 0.796 -2.785
H -1.713 1.332 -1.343
H -1.533 -0.383 -1.851
H -0.877 3.379 0.219
H -1.709 2.968 1.448
O -1.722 3.522 0.657
H -1.384 0.856 2.214
H -2.564 0.956 3.176
O -2.089 1.447 2.505
```

2S+1 ... 1
Energy above the lowest of the compared OMol25 structures with the same formula, charge and spin ... 0.000 eV
Structure (SMILES) ... CCSSCCCO.O.O
Kohn-Sham gap ... 9.1 eV
LUMO ... 0.4 eV

# 6
A molecular structure, C5H17B2Be2Cl11. Source: OMol25; level of theory: ωB97M-V/def2-TZVPD.

Structure (XYZ):
```
37
Properties=species:S:1:pos:R:3
Be 0.312 -1.432 1.793
Be 1.200 -2.246 -1.239
B 1.044 -2.985 0.674
H 1.355 -3.730 -0.042
H 1.632 -2.097 0.499
H -0.008 -2.769 0.575
H 1.255 -3.398 1.648
B 0.445 -0.645 -0.129
H 0.013 0.161 0.443
H 0.484 -0.479 -1.194
H 1.396 -0.902 0.311
H -0.246 -1.472 -0.069
C -0.015 2.030 -1.004
Cl -1.100 1.659 -2.340
Cl -0.291 3.619 -0.421
Cl 1.654 1.772 -1.503
H -0.152 1.343 -0.169
C 2.903 1.287 1.962
Cl 1.750 2.405 1.237
Cl 2.160 -0.297 1.944
H 3.821 1.346 1.377
H 3.076 1.569 3.000
C -1.084 -0.385 -3.889
Cl -2.549 -0.843 -3.052
Cl 0.331 -0.747 -2.860
H -1.010 -0.984 -4.797
H -1.108 0.679 -4.125
C -2.618 -0.602 -0.116
Cl -2.093 -0.651 1.595
Cl -3.199 1.006 -0.506
H -1.746 -0.825 -0.731
H -3.440 -1.308 -0.234
C -0.760 2.083 2.288
Cl -2.499 2.065 1.951
Cl -0.049 0.452 2.362
H -0.287 2.712 1.534
H -0.578 2.608 3.225
```

2S+1 ... 1
Energy above the lowest of the compared OMol25 structures with the same formula, charge and spin ... 10.048 eV
Kohn-Sham gap ... 6.7 eV
LUMO ... -9.2 eV
Charge ... +2

# 7
2 unconnected molecules or ions with the total composition C5H17N2O. Source: OMol25; level of theory: ωB97M-V/def2-TZVPD.

Structure (XYZ):
```
25
Properties=species:S:1:pos:R:3
C -1.194 1.892 0.774
C -0.329 0.751 0.251
C 1.121 0.830 0.746
C 2.075 -0.305 0.374
C 0.725 -2.378 0.746
N 1.971 -1.636 0.952
N -0.317 0.745 -1.256
H -2.220 1.568 0.949
H -1.217 2.761 0.109
H -0.787 2.224 1.718
H -0.787 -0.179 0.535
H 1.089 1.040 1.810
H 1.501 1.706 0.197
H 2.060 -0.421 -0.716
H 3.074 0.037 0.564
H 0.659 -2.752 -0.275
H 0.804 -3.299 1.317
H -0.175 -1.825 1.013
H 2.050 -1.510 1.959
H 0.479 0.252 -1.652
H -0.314 1.704 -1.605
H -1.204 0.320 -1.588
H -3.427 -1.034 -1.909
H -2.997 0.038 -2.865
O -2.638 -0.530 -2.147
```

2S+1 ... 1
Energy above the lowest of the compared OMol25 structures with the same formula, charge and spin ... 0.927 eV
Kohn-Sham gap ... 9.2 eV
LUMO ... -3.1 eV
Charge ... +1

# 8
2 unconnected molecules or ions with the total composition C5H17N2O. Source: OMol25; level of theory: ωB97M-V/def2-TZVPD.

Structure (XYZ):
```
25
Properties=species:S:1:pos:R:3
C -1.951 0.780 -1.413
C -1.649 -0.521 -0.644
C -0.179 -0.917 -0.460
C 0.597 -0.131 0.601
N -0.243 0.208 1.766
C 0.458 0.087 3.057
N -0.681 1.459 -1.896
H -2.461 1.481 -0.757
H -2.549 0.546 -2.275
H -2.110 -0.492 0.341
H -2.094 -1.348 -1.198
H 0.415 -0.951 -1.382
H -0.253 -1.953 -0.132
H 1.070 0.779 0.202
H 1.367 -0.768 1.007
H -0.604 1.152 1.678
H -0.258 0.261 3.845
H 1.241 0.851 3.150
H 0.939 -0.874 3.096
H -0.593 1.482 -2.908
H 0.152 0.939 -1.584
H -0.640 2.410 -1.523
H 3.594 -0.902 -0.397
H 3.480 -2.063 -1.394
O 2.953 -1.515 -0.780
```

2S+1 ... 1
Energy above the lowest of the compared OMol25 structures with the same formula, charge and spin ... 1.529 eV
Kohn-Sham gap ... 8.5 eV
LUMO ... -3.5 eV
Charge ... +1

# 9
3 unconnected molecules or ions with the total composition C5H17N2O3. Source: OMol25; level of theory: ωB97M-V/def2-TZVPD.

Structure (XYZ):
```
27
Properties=species:S:1:pos:R:3
C 0.998 0.268 -1.009
N -0.318 -0.096 -1.612
C -0.952 1.157 -2.389
O -0.012 1.835 -2.976
C 0.903 0.212 0.531
C 1.599 1.430 1.147
N 1.574 -1.031 1.009
C 0.649 -2.184 0.972
H 1.300 1.230 -1.370
H 1.795 -0.435 -1.382
H -0.133 -0.779 -2.349
H -1.651 0.699 -3.009
H -1.475 1.756 -1.481
H -0.178 0.219 0.854
H 2.690 1.503 0.852
H 1.184 2.381 0.856
H 1.590 1.425 2.256
H 1.948 -0.954 1.956
H -0.182 -2.165 1.689
H 0.170 -2.298 -0.064
H 1.232 -3.120 1.156
H -1.346 -0.653 -0.598
H -2.905 -0.789 -0.595
O -2.148 -1.002 -0.032
H -2.340 -0.149 1.351
H -1.663 1.123 2.027
O -2.329 0.417 2.208
```

2S+1 ... 1
Energy above the lowest of the compared OMol25 structures with the same formula, charge and spin ... 1.054 eV
Kohn-Sham gap ... 7.0 eV
LUMO ... 3.6 eV
Charge ... -1

# 10
4 unconnected molecules or ions with the total composition C5H17N2O4. Source: OMol25; level of theory: ωB97M-V/def2-TZVPD.

Structure (XYZ):
```
28
Properties=species:S:1:pos:R:3
C 2.018 0.461 -1.570
O 2.887 1.249 -0.849
C 0.741 0.186 -0.596
C -0.209 1.366 -0.867
C -1.462 1.279 -0.084
C -2.526 0.480 0.064
N -3.698 0.958 0.654
N 1.223 0.116 0.786
H 2.620 -0.294 -2.015
H 1.451 0.971 -2.427
H 0.463 -0.810 -1.081
H -0.145 1.537 -1.974
H 0.253 2.325 -0.503
H -1.583 2.159 0.551
H -2.550 -0.548 -0.199
H -3.808 1.905 0.972
H -4.507 0.352 0.583
H 0.601 0.636 1.379
H 2.195 0.428 0.695
H 4.186 0.636 -0.666
H 5.295 -0.710 -0.544
O 5.132 0.204 -0.349
H -0.377 -1.163 0.865
H -1.318 -1.434 2.084
O -1.154 -1.664 1.175
H -2.613 -3.610 0.370
H -2.897 -3.471 1.886
O -3.281 -3.369 1.013
```

2S+1 ... 1
Energy above the lowest of the compared OMol25 structures with the same formula, charge and spin ... 2.586 eV
Kohn-Sham gap ... 6.8 eV
LUMO ... 3.0 eV
Charge ... -1

# 11
2 unconnected molecules or ions with the total composition C5H17N3. Source: OMol25; level of theory: ωB97M-V/def2-TZVPD.

Structure (XYZ):
```
25
Properties=species:S:1:pos:R:3
C -0.741 -0.526 1.499
C -1.940 -0.233 0.609
C -1.020 -0.147 2.950
N -0.037 -1.682 1.229
N 0.614 0.590 1.020
H 1.127 -0.394 1.071
H -0.059 -2.336 2.008
H 0.577 0.841 0.021
H 0.921 1.356 1.610
H -2.165 0.835 0.609
H -1.864 -0.728 3.323
H -1.748 -0.574 -0.406
H -2.819 -0.775 0.964
H -0.154 -0.356 3.582
H -1.246 0.920 3.034
C -0.101 0.549 -2.624
C 2.129 -0.142 -1.983
N 1.118 0.910 -1.896
H 1.494 1.769 -2.284
H 3.039 0.177 -1.472
H -0.534 -0.327 -2.135
H -0.816 1.370 -2.547
H 0.085 0.334 -3.686
H 1.741 -1.030 -1.479
H 2.397 -0.404 -3.018
```

2S+1 ... 1
Energy above the lowest of the compared OMol25 structures with the same formula, charge and spin ... 2.137 eV
Kohn-Sham gap ... 7.9 eV
LUMO ... 0.9 eV

# 12
A molecular structure, C5H17N5O10P2Sc. Source: OMol25; level of theory: ωB97M-V/def2-TZVPD.

Structure (XYZ):
```
40
Properties=species:S:1:pos:R:3
Sc 0.975 0.495 0.046
N 3.134 4.182 0.783
C 1.651 3.881 1.006
C 0.912 5.076 1.581
P 1.621 2.383 2.109
O 2.543 2.920 3.304
O 0.267 1.961 2.509
O 2.394 1.359 1.287
P 1.054 3.226 -0.624
O 0.589 4.532 -1.390
O -0.075 2.267 -0.336
O 2.252 2.553 -1.224
H 3.265 5.113 0.389
H 3.472 3.492 0.099
H 3.663 4.118 1.654
H 1.347 5.388 2.533
H -0.125 4.796 1.765
H 0.913 5.917 0.885
H 2.221 2.663 4.180
H 0.024 4.377 -2.161
N -1.095 -0.144 0.846
N -1.565 -0.993 -0.175
C -0.929 -1.024 -1.425
O -1.384 -1.726 -2.292
O 0.180 -0.299 -1.493
H -1.085 -0.650 1.720
H -1.667 0.684 0.954
H -2.532 -1.271 -0.167
C 0.695 -4.094 -0.080
O 1.814 -3.430 -0.731
C 2.011 -2.179 -0.429
O 1.422 -1.564 0.474
N 2.962 -1.598 -1.186
N 3.036 -0.204 -1.120
H 0.881 -5.152 -0.201
H -0.221 -3.801 -0.585
H 0.663 -3.826 0.970
H 3.347 -2.102 -1.968
H 2.870 0.206 -2.030
H 3.937 0.085 -0.767
```

2S+1 ... 1
Kohn-Sham gap ... 9.9 eV
LUMO ... -2.7 eV
Charge ... +1

no.,HOMO energy (eV),strongest force on any atom (eV/Å)
1,-8.53,1.64
2,-9.34,7.65
3,-9.67,2.69
4,-9.05,1.79
5,-8.68,1.89
6,-15.83,7.55
7,-12.32,1.36
8,-12.05,1.44
9,-3.38,4.31
10,-3.76,3.31
11,-6.99,2.01
12,-12.60,1.70